# 1
Here is a cluster of 9 separate species, C15H48O9 in total from the OMol25 dataset. Energies are from ωB97M-V with the def2-TZVPD basis set.

```
! RIJCOSX wB97M-V def2-TZVPD def2/J DEFGRID3
* xyz 1 2
O -1.11 -3.99 -0.41
H -1.19 -4.76 0.14
H -1.22 -3.25 0.19
O 1.55 -3.57 -1.71
H 0.73 -3.75 -1.25
H 1.98 -2.89 -1.19
O 0.62 -3.53 3.22
H -0.26 -3.88 3.39
H 0.55 -3.11 2.37
O 0.53 -1.40 0.43
H 1.19 -0.71 0.48
H -0.13 -1.05 -0.17
C 3.86 -0.61 -3.51
C 3.36 0.20 -2.33
C 1.79 0.20 -2.21
O 3.94 -0.40 -1.18
H 3.46 -0.08 -4.37
H 3.35 -1.57 -3.50
H 4.94 -0.79 -3.57
H 3.79 1.19 -2.50
H 1.38 0.51 -3.17
H 1.59 1.02 -1.52
H 1.44 -0.71 -1.73
H 3.54 0.06 -0.44
C -3.48 -1.88 1.65
C -4.09 -0.60 2.27
C -2.98 0.26 3.06
O -4.43 0.23 1.26
H -3.37 -2.66 2.40
H -2.49 -1.76 1.22
H -4.12 -2.30 0.87
H -4.98 -0.80 2.86
H -2.91 -0.01 4.11
H -3.46 1.24 3.13
H -2.03 0.17 2.54
H -3.69 0.81 1.05
C 4.05 0.87 3.29
C 2.95 1.19 2.13
C 3.23 2.39 1.19
O 2.95 0.19 1.21
H 3.64 0.22 4.06
H 4.27 1.79 3.83
H 5.00 0.52 2.89
H 1.97 1.28 2.58
H 3.37 3.25 1.85
H 2.46 2.47 0.42
H 4.13 2.32 0.58
H 2.94 -0.69 1.61
C -3.47 -0.06 -2.13
C -2.38 -1.05 -1.86
C -1.48 -1.24 -3.10
O -1.57 -0.33 -1.02
H -3.14 0.98 -2.21
H -4.24 -0.15 -1.36
H -3.95 -0.23 -3.09
H -2.77 -1.98 -1.46
H -0.52 -1.65 -2.80
H -1.17 -0.31 -3.58
H -1.91 -1.83 -3.90
H -2.03 0.50 -0.84
C -0.51 3.09 -1.32
C -0.85 2.45 0.07
C -0.57 3.33 1.19
O -2.18 2.05 0.22
H 0.29 3.82 -1.23
H -1.23 3.66 -1.89
H -0.37 2.22 -1.97
H -0.20 1.58 0.19
H -1.33 4.12 1.22
H 0.37 3.87 1.17
H -0.57 2.74 2.11
H -2.84 2.74 0.08
*
```

The HOMO energy (alpha / beta) comes out at -0.440 / -0.440 Eh. As for the expectation value of S²: 0.75. Its energy above the lowest of the compared OMol25 structures with the same formula, charge and spin is 31.8 kcal/mol. As for the electronic energy: -34749.9920 eV. The HOMO-LUMO gap (alpha / beta) is 9.379 / 2.735 eV.

---

# 2
Here is a cluster of 10 separate species, C15H50N2O11 in total from the OMol25 dataset. Energies are from ωB97M-V with the def2-TZVPD basis set.

```
! RIJCOSX wB97M-V def2-TZVPD def2/J DEFGRID3
* xyz 0 1
N 5.42 0.29 3.25
H 5.35 0.82 4.11
H 5.45 -0.68 3.51
H 6.13 0.50 2.57
H 4.53 0.40 2.79
N 0.06 -0.44 0.67
O 0.32 -1.54 0.23
O 0.98 0.23 1.12
O -1.03 0.02 0.61
C -4.96 3.90 2.44
O -5.17 2.50 2.31
H -5.63 4.47 1.80
H -5.03 4.23 3.48
H -3.95 4.23 2.22
H -4.40 2.08 1.92
C -1.17 -3.80 -4.74
O -0.66 -4.59 -3.71
H -0.49 -3.09 -5.22
H -1.76 -4.40 -5.44
H -1.78 -3.15 -4.12
H -0.36 -3.99 -3.02
C 1.16 0.03 7.07
O 2.43 -0.56 7.28
H 1.28 1.11 7.14
H 0.65 -0.33 6.17
H 0.52 -0.19 7.92
H 2.33 -1.51 7.16
C -3.94 -4.89 2.86
C -3.21 -4.13 4.02
C -4.12 -3.32 4.93
O -2.59 -5.14 4.77
H -4.80 -5.45 3.22
H -3.33 -5.57 2.26
H -4.25 -4.10 2.18
H -2.48 -3.44 3.58
H -4.79 -4.02 5.43
H -4.57 -2.53 4.32
H -3.49 -2.75 5.62
H -2.46 -5.82 4.11
C 3.05 6.23 0.19
C 1.57 6.20 0.46
C 0.75 5.58 -0.70
O 1.39 5.46 1.65
H 3.30 6.82 -0.70
H 3.47 5.25 -0.03
H 3.61 6.59 1.05
H 1.31 7.24 0.70
H -0.31 5.57 -0.42
H 0.96 4.52 -0.81
H 0.96 6.02 -1.68
H 1.41 4.52 1.45
C 5.73 -0.90 -3.60
C 6.92 -1.75 -4.03
C 7.99 -1.04 -4.85
O 7.51 -2.30 -2.88
H 5.15 -0.61 -4.47
H 6.13 0.01 -3.14
H 5.02 -1.30 -2.88
H 6.57 -2.65 -4.53
H 7.64 -0.80 -5.85
H 8.85 -1.70 -4.97
H 8.34 -0.14 -4.36
H 6.92 -2.98 -2.52
C -6.31 2.35 -4.89
C -5.86 1.57 -3.65
C -6.29 0.08 -3.69
O -4.43 1.43 -3.62
H -5.87 1.91 -5.79
H -5.90 3.36 -4.92
H -7.40 2.40 -4.97
H -6.19 2.19 -2.83
H -6.13 -0.40 -2.73
H -5.84 -0.46 -4.52
H -7.38 0.10 -3.73
H -4.09 1.11 -2.78
O 4.09 -4.91 -0.40
H 3.29 -4.40 -0.33
H 3.90 -5.58 -1.05
*
```

The HOMO energy comes out at -0.252 Eh. Its energy above the lowest of the compared OMol25 structures with the same formula, charge and spin is 96.3 kcal/mol. As for the electronic energy: -41858.8722 eV. The HOMO-LUMO gap is 4.651 eV.

---

# 3
Here is a cluster of 16 separate species, C15H52BNO22 in total from the OMol25 dataset. Energies are from ωB97M-V with the def2-TZVPD basis set.

```
! RIJCOSX wB97M-V def2-TZVPD def2/J DEFGRID3
* xyz 0 1
C 30.73 12.28 21.59
C 29.58 11.48 22.22
C 28.68 12.06 23.21
C 29.43 12.64 24.54
N 28.57 13.05 25.59
C 29.33 13.64 26.75
C 29.76 12.55 27.52
C 28.94 11.31 27.35
C 27.92 11.90 26.27
C 27.46 14.01 25.09
C 27.87 15.31 24.32
C 26.81 16.23 23.76
H 31.64 12.40 22.20
H 30.31 13.25 21.27
H 30.93 11.59 20.75
H 29.95 10.59 22.58
H 28.88 11.17 21.41
H 28.15 11.08 23.63
H 27.95 12.87 22.74
H 30.26 13.24 24.29
H 30.12 11.75 24.85
H 28.69 14.39 27.32
H 30.12 14.42 26.46
H 29.80 12.94 28.63
H 30.75 12.36 27.06
H 28.34 10.75 28.36
H 29.56 10.62 27.04
H 26.96 12.16 26.90
H 27.76 11.04 25.66
H 26.90 14.26 26.00
H 26.81 13.61 24.60
H 28.47 14.96 23.51
H 28.40 15.94 25.05
H 26.02 15.47 23.28
H 27.14 17.02 22.97
H 26.19 16.80 24.79
O 31.77 20.74 24.17
C 31.44 19.70 24.69
O 32.14 18.73 24.72
B 31.77 17.93 25.90
O 30.58 18.67 26.38
C 30.38 19.60 25.56
O 29.30 20.17 25.49
O 32.82 17.92 26.95
C 33.09 16.67 27.13
O 33.93 16.33 28.11
C 32.35 15.88 26.27
O 31.44 16.50 25.70
O 32.59 14.74 25.91
O 35.30 13.44 26.54
H 35.90 13.85 27.07
H 34.55 14.04 26.59
O 27.25 21.08 26.84
H 26.70 20.53 26.20
H 28.09 20.85 26.44
O 35.53 16.07 25.61
H 36.07 15.29 25.73
H 34.93 15.74 25.03
O 31.61 18.30 29.91
H 32.15 18.83 29.43
H 31.26 18.94 30.42
O 31.60 15.24 23.14
H 32.04 15.19 23.93
H 31.01 15.92 23.50
O 33.88 21.76 26.00
H 34.45 22.46 25.75
H 33.05 22.16 26.41
O 28.12 17.61 27.65
H 27.13 17.75 27.61
H 28.47 18.21 26.99
O 34.75 18.57 24.02
H 34.82 19.47 23.71
H 33.80 18.20 24.15
O 33.09 16.08 30.77
H 33.53 16.04 29.88
H 32.24 16.60 30.58
O 30.15 16.21 28.73
H 30.41 16.93 29.29
H 29.45 16.52 28.10
O 35.94 19.08 26.53
H 35.59 18.26 26.86
H 35.50 18.81 25.73
O 28.55 20.06 22.69
H 28.95 20.80 22.42
H 28.27 19.99 23.58
O 34.59 21.31 23.26
H 34.24 21.81 22.51
H 34.34 21.54 24.09
O 32.81 22.37 21.62
H 32.84 23.22 21.32
H 31.87 22.05 21.82
*
```

The HOMO energy comes out at -0.340 Eh. Its energy above the lowest of the compared OMol25 structures with the same formula, charge and spin is 43.1 kcal/mol. As for the electronic energy: -63605.5764 eV. The HOMO-LUMO gap is 8.418 eV.

---

# 4
Here is a cluster of 11 separate species, C15H52N14O11 in total from the OMol25 dataset. Energies are from ωB97M-V with the def2-TZVPD basis set.

```
! RIJCOSX wB97M-V def2-TZVPD def2/J DEFGRID3
* xyz 1 2
C -1.61 4.37 0.70
O -1.69 5.52 1.03
N -1.61 4.02 -0.50
N -1.54 3.40 1.54
H -1.69 4.74 -1.20
H -1.51 3.04 -0.72
H -1.71 3.67 2.49
H -1.29 2.46 1.28
C -0.22 -0.02 0.33
O -0.71 1.04 0.69
N 0.91 -0.50 0.71
N -0.63 -0.70 -0.70
H 1.51 -0.03 1.38
H 1.21 -1.38 0.31
H 0.02 -1.31 -1.19
H -1.47 -0.35 -1.13
C -3.48 1.11 -2.04
O -3.01 0.00 -1.97
N -3.79 1.87 -1.03
N -3.47 1.80 -3.05
H -3.77 1.31 -0.19
H -4.10 2.83 -1.12
H -3.84 2.73 -2.98
H -3.05 1.40 -3.88
C -0.12 -1.33 -4.89
O 0.73 -0.75 -4.20
N -1.37 -1.22 -4.67
N 0.11 -2.03 -5.94
H -1.74 -0.74 -3.86
H -2.09 -1.72 -5.16
H 0.97 -2.04 -6.47
H -0.58 -2.72 -6.20
C 1.02 -4.36 -0.72
O 0.88 -3.14 -0.87
N 0.24 -5.30 -1.16
N 2.00 -4.98 -0.16
H -0.66 -5.00 -1.49
H 0.41 -6.24 -0.83
H 1.95 -5.99 -0.11
H 2.89 -4.56 0.06
C 0.03 0.73 5.40
O -0.71 0.82 6.37
N -0.05 1.40 4.28
N 1.12 0.03 5.41
H -0.74 2.13 4.28
H 0.59 1.28 3.51
H 1.37 -0.58 6.17
H 1.62 -0.21 4.56
C -2.95 -3.57 -1.73
O -2.56 -4.72 -1.40
N -3.09 -2.59 -0.89
N -3.19 -3.17 -2.94
H -3.13 -1.69 -1.33
H -2.72 -2.82 0.02
H -3.12 -3.89 -3.66
H -3.56 -2.25 -3.11
C 1.38 2.43 -2.36
C 2.56 1.38 -2.30
O 2.98 1.14 -3.69
H 1.84 3.37 -2.68
H 1.15 2.47 -1.29
H 0.55 2.12 -2.99
H 2.21 0.40 -1.97
H 3.31 1.74 -1.59
H 2.48 0.50 -4.20
C 5.28 -0.52 -0.33
C 4.44 -1.46 0.61
O 4.59 -1.04 2.00
H 6.25 -0.36 0.15
H 4.90 0.50 -0.29
H 5.40 -0.83 -1.36
H 4.90 -2.45 0.56
H 3.41 -1.43 0.24
H 5.50 -0.81 2.18
C -3.67 0.60 4.70
C -3.96 -0.17 3.42
O -3.58 0.81 2.38
H -2.65 0.97 4.85
H -3.68 -0.13 5.51
H -4.32 1.47 4.75
H -5.02 -0.43 3.34
H -3.38 -1.08 3.25
H -2.65 1.03 2.38
C 2.72 2.85 1.27
C 3.20 2.17 2.62
O 2.73 0.84 2.51
H 1.66 2.58 1.24
H 3.23 2.56 0.35
H 2.82 3.93 1.37
H 2.78 2.66 3.50
H 4.28 2.19 2.70
H 3.38 0.24 2.13
*
```

The HOMO energy (alpha / beta) comes out at -0.415 / -0.415 Eh. As for the expectation value of S²: 0.76. As for the electronic energy: -59775.9231 eV. The HOMO-LUMO gap (alpha / beta) is 9.017 / 3.087 eV.

---

# 5
Here is a cluster of 14 separate species, C15H56IN24O13 in total from the OMol25 dataset. Energies are from ωB97M-V with the def2-TZVPD basis set.

```
! RIJCOSX wB97M-V def2-TZVPD def2/J DEFGRID3
* xyz -1 1
I -0.05 -0.01 -0.42
C 3.00 3.49 -0.73
C 3.09 2.73 0.55
C 4.05 3.30 1.64
O 1.84 2.54 1.12
H 3.96 3.74 -1.17
H 2.47 4.41 -0.49
H 2.50 2.89 -1.49
H 3.46 1.76 0.21
H 5.00 2.76 1.63
H 3.57 3.26 2.62
H 4.24 4.34 1.37
H 1.26 2.01 0.57
C -1.92 -0.53 3.96
O -1.33 -1.48 4.40
N -2.92 0.16 4.54
N -1.76 -0.11 2.72
H -3.18 0.00 5.50
H -3.49 0.86 4.09
H -1.26 -0.51 1.95
H -2.29 0.73 2.56
C 4.76 -2.81 -1.15
O 5.06 -3.13 -2.24
N 3.65 -2.27 -0.91
N 5.53 -3.11 -0.10
H 3.29 -2.17 0.03
H 3.08 -2.25 -1.74
H 5.20 -3.25 0.85
H 6.52 -3.18 -0.32
C -5.77 0.27 0.71
O -6.40 1.31 0.50
N -4.45 0.33 0.83
N -6.19 -0.93 0.53
H -3.99 1.23 0.85
H -3.89 -0.47 1.09
H -5.52 -1.67 0.64
H -7.20 -1.02 0.46
C -2.45 3.70 2.22
O -2.97 2.63 2.42
N -1.16 3.94 2.26
N -3.09 4.82 2.19
H -0.63 3.11 2.01
H -0.95 4.92 2.15
H -2.62 5.71 2.27
H -4.09 4.88 2.22
C 3.75 -0.08 -4.30
O 3.65 -1.33 -4.40
N 4.24 0.51 -3.24
N 3.32 0.71 -5.20
H 4.40 1.51 -3.31
H 4.47 -0.05 -2.44
H 3.74 1.62 -5.05
H 2.82 0.25 -5.95
C 1.34 -4.20 -2.28
O 1.84 -3.73 -3.34
N 0.93 -3.55 -1.25
N 1.22 -5.49 -2.11
H 0.89 -2.54 -1.23
H 0.71 -4.13 -0.45
H 0.86 -5.89 -1.26
H 1.79 -6.04 -2.74
C 0.26 1.83 5.65
O -0.64 2.22 6.40
N 1.20 0.98 5.93
N 0.45 2.32 4.45
H 1.94 0.71 5.30
H 1.09 0.52 6.82
H 1.19 1.92 3.89
H -0.13 3.06 4.09
C 0.32 2.14 -4.56
O 0.75 2.54 -5.65
N -0.91 2.06 -4.29
N 0.99 1.78 -3.41
H -1.53 2.47 -4.97
H -1.23 1.68 -3.41
H 1.99 1.94 -3.46
H 0.61 1.29 -2.62
C -1.48 -1.64 -4.22
O -2.37 -0.84 -4.51
N -1.52 -2.84 -3.88
N -0.31 -1.15 -4.38
H -0.65 -3.34 -3.73
H -2.35 -3.41 -3.87
H -0.20 -0.15 -4.53
H 0.43 -1.76 -4.09
C -3.18 2.83 -1.86
O -3.97 3.56 -2.47
N -3.17 1.54 -1.83
N -2.25 3.34 -1.13
H -2.30 1.07 -1.64
H -3.69 0.99 -2.49
H -1.71 2.79 -0.47
H -2.22 4.34 -1.01
C 1.70 -2.83 2.79
O 2.62 -3.14 2.03
N 1.41 -3.37 3.96
N 0.78 -1.93 2.50
H 0.53 -3.03 4.34
H 2.03 -4.09 4.29
H 0.13 -1.69 3.23
H 0.79 -1.43 1.62
C -3.06 -3.21 0.79
O -4.02 -2.53 0.67
N -2.18 -2.91 1.69
N -2.88 -4.33 0.15
H -1.30 -3.41 1.72
H -2.36 -2.02 2.13
H -3.53 -4.57 -0.58
H -2.02 -4.84 0.29
*
```

The HOMO energy comes out at -0.242 Eh. Its energy above the lowest of the compared OMol25 structures with the same formula, charge and spin is 0.0 kcal/mol. As for the electronic energy: -86955.8976 eV. The HOMO-LUMO gap is 8.235 eV.

---

# 6
Here is an isolated molecule of C15H6N4O13 from the OMol25 dataset. Energies are from ωB97M-V with the def2-TZVPD basis set.

```
! RIJCOSX wB97M-V def2-TZVPD def2/J DEFGRID3
* xyz 0 1
O -2.73 -1.56 -1.07
O 0.15 -0.30 2.77
O -2.00 -6.66 0.18
O 2.38 -2.43 2.64
O 0.27 2.28 -3.67
O 2.07 1.98 2.20
O -1.55 -6.84 2.36
O 1.46 -3.86 3.97
O -1.16 3.59 -2.74
O 3.05 0.39 1.04
O -3.04 -4.14 -0.26
O -2.32 0.89 -2.18
O 2.76 2.60 -1.70
C -1.83 -1.36 -0.27
C 0.05 -0.83 1.71
C -0.43 -4.51 2.15
C -2.04 -3.76 0.58
C -1.26 0.87 -1.31
C -1.47 -2.46 0.64
C -1.05 -0.16 -0.36
C -0.39 -2.16 1.53
C -0.04 0.04 0.56
C -1.39 -4.83 1.29
C 0.29 -3.21 2.28
C -0.32 1.92 -1.51
C 0.87 1.13 0.44
C 0.76 2.06 -0.62
N -1.71 -6.18 1.27
N 1.45 -3.08 3.05
N -0.36 2.67 -2.69
N 2.01 1.17 1.27
C 1.80 3.12 -0.81
H -3.36 -3.36 -0.72
H -2.96 0.08 -2.06
H 2.80 1.66 -1.90
H 0.23 -5.23 2.56
H 2.36 3.30 0.10
H 1.39 4.14 -0.97
*
```

The HOMO energy comes out at -0.383 Eh. Its energy above the lowest of the compared OMol25 structures with the same formula, charge and spin is 44.1 kcal/mol. As for the electronic energy: -48214.8776 eV. The HOMO-LUMO gap is 7.634 eV.

---

Repeat the fourth record exactly.
Here is a cluster of 11 separate species, C15H52N14O11 in total from the OMol25 dataset. Energies are from ωB97M-V with the def2-TZVPD basis set.

```
! RIJCOSX wB97M-V def2-TZVPD def2/J DEFGRID3
* xyz 1 2
C -1.61 4.37 0.70
O -1.69 5.52 1.03
N -1.61 4.02 -0.50
N -1.54 3.40 1.54
H -1.69 4.74 -1.20
H -1.51 3.04 -0.72
H -1.71 3.67 2.49
H -1.29 2.46 1.28
C -0.22 -0.02 0.33
O -0.71 1.04 0.69
N 0.91 -0.50 0.71
N -0.63 -0.70 -0.70
H 1.51 -0.03 1.38
H 1.21 -1.38 0.31
H 0.02 -1.31 -1.19
H -1.47 -0.35 -1.13
C -3.48 1.11 -2.04
O -3.01 0.00 -1.97
N -3.79 1.87 -1.03
N -3.47 1.80 -3.05
H -3.77 1.31 -0.19
H -4.10 2.83 -1.12
H -3.84 2.73 -2.98
H -3.05 1.40 -3.88
C -0.12 -1.33 -4.89
O 0.73 -0.75 -4.20
N -1.37 -1.22 -4.67
N 0.11 -2.03 -5.94
H -1.74 -0.74 -3.86
H -2.09 -1.72 -5.16
H 0.97 -2.04 -6.47
H -0.58 -2.72 -6.20
C 1.02 -4.36 -0.72
O 0.88 -3.14 -0.87
N 0.24 -5.30 -1.16
N 2.00 -4.98 -0.16
H -0.66 -5.00 -1.49
H 0.41 -6.24 -0.83
H 1.95 -5.99 -0.11
H 2.89 -4.56 0.06
C 0.03 0.73 5.40
O -0.71 0.82 6.37
N -0.05 1.40 4.28
N 1.12 0.03 5.41
H -0.74 2.13 4.28
H 0.59 1.28 3.51
H 1.37 -0.58 6.17
H 1.62 -0.21 4.56
C -2.95 -3.57 -1.73
O -2.56 -4.72 -1.40
N -3.09 -2.59 -0.89
N -3.19 -3.17 -2.94
H -3.13 -1.69 -1.33
H -2.72 -2.82 0.02
H -3.12 -3.89 -3.66
H -3.56 -2.25 -3.11
C 1.38 2.43 -2.36
C 2.56 1.38 -2.30
O 2.98 1.14 -3.69
H 1.84 3.37 -2.68
H 1.15 2.47 -1.29
H 0.55 2.12 -2.99
H 2.21 0.40 -1.97
H 3.31 1.74 -1.59
H 2.48 0.50 -4.20
C 5.28 -0.52 -0.33
C 4.44 -1.46 0.61
O 4.59 -1.04 2.00
H 6.25 -0.36 0.15
H 4.90 0.50 -0.29
H 5.40 -0.83 -1.36
H 4.90 -2.45 0.56
H 3.41 -1.43 0.24
H 5.50 -0.81 2.18
C -3.67 0.60 4.70
C -3.96 -0.17 3.42
O -3.58 0.81 2.38
H -2.65 0.97 4.85
H -3.68 -0.13 5.51
H -4.32 1.47 4.75
H -5.02 -0.43 3.34
H -3.38 -1.08 3.25
H -2.65 1.03 2.38
C 2.72 2.85 1.27
C 3.20 2.17 2.62
O 2.73 0.84 2.51
H 1.66 2.58 1.24
H 3.23 2.56 0.35
H 2.82 3.93 1.37
H 2.78 2.66 3.50
H 4.28 2.19 2.70
H 3.38 0.24 2.13
*
```

The HOMO energy (alpha / beta) comes out at -0.415 / -0.415 Eh. As for the expectation value of S²: 0.76. As for the electronic energy: -59775.9231 eV. The HOMO-LUMO gap (alpha / beta) is 9.017 / 3.087 eV.